Molecular formula: C6H14NO6PSZn
Method: DFT, the ωB97M-V functional and the def2-TZVPD basis

Structure (XYZ):
```
30
Properties=species:S:1:pos:R:3:forces:R:3
C -0.36339 0.65063 3.21313 0.3046 0.8301 -0.0172
C -0.81952 1.89618 2.27816 1.4665 -0.3139 1.5811
O -2.26432 1.82381 2.09083 0.4905 -0.9572 -2.3698
C -2.59914 1.60636 0.73429 -0.1853 2.1482 -2.3885
O -2.33500 2.44103 -0.15755 -0.2706 -2.6765 2.9783
C -3.37893 0.28319 0.30231 0.1796 -0.1611 1.2931
C -2.55056 -0.64528 -0.72572 -0.1524 -0.3564 -0.2755
C -1.00059 -0.26522 -0.82210 -1.6847 2.1557 0.9571
O -0.19073 -1.22821 -1.57889 2.1096 -1.7523 1.1832
S 0.81996 -2.08832 -0.58461 -4.6066 -3.8143 -1.0360
O 0.95846 -3.48264 -1.16810 0.7155 4.0669 0.9826
O 2.43996 -1.49120 -0.63890 4.3681 0.4342 -2.5951
P 2.76237 -0.56883 -2.07244 -1.2142 3.9850 -0.7034
N 3.88606 0.70749 -1.54001 0.0116 -3.4599 -1.0167
O 3.72716 -1.50616 -3.21005 1.2473 -0.9456 2.8493
H 0.77977 0.52522 3.14626 -1.6782 0.0945 -0.0383
H -0.57045 0.90605 4.31297 0.0594 -0.5366 -1.7107
H -0.90004 -0.30850 2.92397 0.6960 1.1603 0.3760
H -0.52302 2.83436 2.87228 -0.7958 -1.1900 -1.1748
H -0.23789 1.91125 1.29655 -1.0499 0.0375 1.1424
H -4.38434 0.53496 -0.18308 1.5866 -0.0801 0.7910
H -3.57910 -0.30368 1.26114 0.1830 0.7157 -1.3766
H -3.03044 -0.54055 -1.75724 0.8607 -0.2359 1.3834
H -2.70360 -1.72328 -0.36744 0.4241 1.4637 -0.6457
H -0.93498 0.73920 -1.37774 0.2035 -1.5807 0.9227
H -0.58120 -0.15318 0.23537 -0.3808 -0.1205 -1.3377
H 4.19428 1.19581 -2.40870 -0.4931 0.0920 0.6341
H 4.73462 0.17171 -1.24197 -0.2732 1.0721 0.4336
H 4.57382 -1.00662 -3.38756 -0.6113 -0.4958 -0.2611
Zn 4.07080 -2.91556 -1.44515 -1.5104 0.4207 -0.5610
```
Forces are in eV/Å.

Properties
Total charge: +2
Spin multiplicity: 1
HOMO (Ha): -0.5491
LUMO energy (Ha): -0.4754
Kohn-Sham gap (eV): 2.01
F_max (hartree/bohr): 0.118